An isolated ion of composition C5H11N2 and charge +1, computed with ωB97M-V/def2-TZVPD.

Element x y z (Å)
C: -1.33 1.45 0.38
C: -0.02 -0.40 -1.16
C: 1.25 0.04 -0.36
C: -2.02 0.36 0.23
C: 1.27 -0.54 1.06
N: 1.44 1.43 -0.49
N: -1.23 -0.78 -0.35
H: 2.01 1.82 0.26
H: -1.47 2.45 0.71
H: -0.30 0.43 -1.81
H: 0.22 -1.27 -1.77
H: 2.12 -0.41 -0.89
H: -3.05 0.15 0.46
H: 2.22 -0.30 1.54
H: 1.19 -1.62 1.05
H: 0.48 -0.09 1.66
H: -1.85 -1.33 -0.95
H: -0.92 -1.40 0.42

Values from the calculation:
HOMO energy (alpha / beta) = -14.03 / -14.00 eV
relative energy (zero: lowest compared OMol25 entry of this formula, charge and spin) = 122.1 kcal/mol
charge = +1
multiplicity = 1

***

An isolated ion of composition C6H8N3O3S and charge -1, computed with ωB97M-V/def2-TZVPD.

Element x y z (Å)
C: 1.19 0.98 1.44
C: 0.96 -0.89 -0.44
C: 1.11 1.88 0.42
C: 1.32 0.19 -1.30
C: 0.79 -0.47 1.05
C: 1.20 1.47 -1.00
N: -1.20 -2.17 -0.78
N: -0.57 -1.06 -0.78
N: -1.15 0.03 -0.68
O: -2.12 -0.52 1.41
O: -2.90 1.49 0.23
O: -3.61 -0.64 -0.57
S: -2.61 0.07 0.18
H: 1.27 1.27 2.47
H: 1.63 -1.82 -0.52
H: 1.15 2.91 0.61
H: 1.70 -0.16 -2.25
H: 1.46 -1.10 1.67
H: -0.28 -0.72 1.43
H: 1.27 2.22 -1.78
H: -0.60 -2.97 -0.80

Values from the calculation:
HOMO energy = -4.69 eV
relative energy (zero: lowest compared OMol25 entry of this formula, charge and spin) = 67.5 kcal/mol
charge = -1
multiplicity = 1

***

A 2-piece molecular cluster, C3H9N3S2 overall, computed with ωB97M-V/def2-TZVPD.

Element x y z (Å)
C: -1.03 -1.82 1.79
C: -1.85 1.61 -0.58
C: 2.18 0.05 -1.20
N: -0.92 0.52 -0.88
N: 1.60 0.17 0.11
N: -0.19 -1.53 2.58
S: -2.07 -2.39 0.73
S: -0.08 -0.24 0.14
H: -2.22 1.43 0.44
H: -2.76 1.61 -1.28
H: -1.28 2.54 -0.92
H: 2.50 -1.05 -1.27
H: 3.06 0.83 -1.27
H: 1.37 0.18 -1.88
H: -0.11 -1.55 3.52
H: 1.61 1.04 0.45
H: 0.17 -1.39 -0.48

Values from the calculation:
HOMO energy = -8.15 eV
relative energy (zero: lowest compared OMol25 entry of this formula, charge and spin) = 90.6 kcal/mol
multiplicity = 1

***

C13H48AsF6O15 as an isolated structure, computed with ωB97M-V/def2-TZVPD.

Element x y z (Å)
As: 0.31 0.80 -0.19
F: -1.45 0.91 -0.07
F: 0.20 1.35 -1.89
F: 2.07 0.72 -0.33
F: 0.37 0.34 1.53
F: 0.12 -0.91 -0.65
F: 0.38 2.51 0.28
O: 0.94 4.43 2.14
H: 0.62 3.56 1.92
H: 0.19 5.01 2.00
O: 3.85 -1.15 0.00
H: 3.14 -0.50 -0.05
H: 4.57 -0.69 0.44
O: 0.39 0.46 4.22
H: 0.41 0.58 3.26
H: 0.87 -0.37 4.37
C: -2.78 -0.62 2.17
C: -1.97 -1.92 1.95
C: -1.41 -2.40 3.32
O: -2.34 -3.41 3.63
C: -3.18 -3.70 2.59
O: -4.09 -4.50 2.60
O: -2.85 -2.95 1.55
H: -3.65 -0.78 2.80
H: -3.14 -0.34 1.19
H: -2.23 0.18 2.68
H: -1.21 -1.71 1.20
H: -1.48 -1.55 3.99
H: -0.40 -2.82 3.27
C: 2.21 -2.29 3.30
O: 1.50 -1.99 4.51
H: 2.07 -3.31 2.94
H: 1.77 -1.70 2.49
H: 3.27 -2.08 3.44
H: 1.74 -2.73 5.07
C: 0.38 4.76 -2.18
O: 1.48 3.89 -1.99
H: 0.06 5.16 -1.21
H: 0.70 5.62 -2.77
H: -0.53 4.29 -2.56
H: 1.32 3.24 -1.28
C: -3.00 3.92 0.74
O: -3.45 2.57 0.62
H: -3.55 4.39 1.55
H: -1.95 3.86 1.02
H: -3.17 4.38 -0.23
H: -2.81 2.01 0.17
C: 2.05 -1.75 -2.67
O: 2.34 -2.44 -3.86
H: 1.99 -2.53 -1.91
H: 2.84 -1.04 -2.41
H: 1.10 -1.20 -2.66
H: 2.52 -1.77 -4.53
C: 1.42 2.41 -5.11
O: 1.27 1.74 -6.33
H: 0.85 1.79 -4.42
H: 2.48 2.47 -4.85
H: 1.07 3.43 -5.25
H: 1.64 0.86 -6.21
C: -2.20 -2.73 -2.11
O: -3.27 -3.17 -2.91
H: -2.21 -3.22 -1.14
H: -1.25 -3.11 -2.46
H: -2.22 -1.66 -1.89
H: -4.07 -3.27 -2.38
C: 3.40 1.48 2.95
O: 4.40 0.51 3.01
H: 3.75 2.44 3.33
H: 3.14 1.75 1.92
H: 2.46 1.25 3.45
H: 4.41 0.18 3.91
C: -2.37 1.95 -3.19
O: -3.73 1.88 -3.58
H: -1.68 2.12 -4.02
H: -2.26 2.84 -2.56
H: -2.03 1.07 -2.65
H: -3.79 1.64 -4.51
C: 0.26 -4.72 0.17
O: 1.33 -5.04 1.02
H: 0.27 -3.66 -0.07
H: 0.32 -5.21 -0.80
H: -0.68 -5.09 0.58
H: 2.14 -4.76 0.59

Values from the calculation:
HOMO energy = -7.77 eV
charge = -1
multiplicity = 1

***

A 2-piece molecular cluster, C4H8BrI overall, computed with ωB97M-V/def2-TZVPD.

Element x y z (Å)
C: -1.16 -0.50 -0.97
C: 0.30 1.55 1.53
C: 0.26 -1.08 -0.71
C: 0.82 -1.01 0.65
Br: 1.64 -0.23 -2.01
I: -0.27 -1.92 2.13
H: -1.33 0.46 -0.37
H: -1.89 -1.25 -0.73
H: -1.39 -0.50 -1.97
H: 0.33 2.18 0.67
H: -0.64 1.56 2.12
H: 1.20 1.17 2.00
H: 0.27 -2.02 -1.18
H: 1.85 -0.67 0.78

Values from the calculation:
HOMO energy (alpha / beta) = -8.74 / -8.21 eV
relative energy (zero: lowest compared OMol25 entry of this formula, charge and spin) = 87.4 kcal/mol
multiplicity = 1

***

So what do the calculations give for largest force on an atom? Going down the list: 1.5, 3.7, 4.9, 2.5, 3.5 eV Å⁻¹.